[1]
Here is 5 unconnected molecules or ions with the total composition C28H42BrClN4O7 in a non-equilibrium geometry from OMol25. Energies are from ωB97M-V/def2-TZVPD.

```
83
Properties=species:S:1:pos:R:3:mulliken_charge:R:1
C 8.147 -1.835 -3.115 -1.185
C 6.898 -0.834 -3.211 -0.325
C 5.755 -1.271 -4.271 0.298
Cl 6.313 -2.591 -5.412 -0.183
C 4.396 -1.587 -3.491 0.223
C 3.697 -0.500 -2.869 0.500
C 4.197 1.040 -2.961 -1.247
C 2.339 -0.707 -2.016 0.084
O 2.105 0.124 -1.097 -0.609
C 1.440 -1.967 -2.378 0.301
C -0.092 -2.005 -2.041 -0.627
C -0.967 -3.233 -2.407 -0.568
C -0.257 -4.405 -3.154 -0.511
C 1.282 -4.374 -3.483 0.298
C 1.882 -5.639 -4.249 -0.766
C 1.904 -5.257 -5.820 0.421
O 0.779 -5.167 -6.386 -0.510
Br 3.577 -4.901 -6.833 -0.125
C 2.175 -3.167 -3.091 0.558
C 3.744 -3.053 -3.347 0.201
O 4.426 -4.122 -3.390 -0.537
H 8.720 -1.951 -4.093 0.322
H 8.888 -1.355 -2.363 0.364
H 7.825 -2.824 -2.635 0.256
H 7.242 0.248 -3.434 0.297
H 6.389 -0.787 -2.185 0.252
H 5.544 -0.344 -4.930 0.241
H 4.437 1.278 -4.058 0.292
H 3.422 1.752 -2.522 0.363
H 5.173 1.146 -2.375 0.260
H -0.576 -1.129 -1.494 0.227
H -2.078 -3.320 -2.163 0.402
H -0.863 -5.325 -3.459 0.252
H 2.880 -6.017 -3.851 0.346
H 1.099 -6.483 -4.145 0.390
C -1.709 0.687 2.977 -0.537
N -2.679 -0.227 2.408 -0.138
C -3.111 -0.300 1.121 0.830
C -2.536 0.674 0.128 -1.217
O -3.945 -1.140 0.802 -0.693
H -0.893 0.097 3.403 0.258
H -2.199 1.249 3.775 0.135
H -1.310 1.379 2.239 0.289
H -3.108 -0.910 3.015 0.218
H -2.976 0.493 -0.853 0.272
H -2.769 1.698 0.427 0.424
H -1.455 0.537 0.052 0.279
C -2.995 -0.703 -6.255 -0.889
N -1.679 -0.535 -5.678 -0.104
C -0.475 -0.893 -6.207 0.793
C -0.466 -1.550 -7.561 -1.319
O 0.554 -0.678 -5.581 -0.620
H -3.457 0.282 -6.348 0.302
H -3.592 -1.315 -5.575 0.280
H -2.959 -1.180 -7.233 0.341
H -1.604 -0.102 -4.769 0.200
H 0.562 -1.775 -7.846 0.251
H -1.029 -2.485 -7.528 0.362
H -0.893 -0.876 -8.308 0.410
C -7.079 2.604 4.895 -0.865
N -5.679 2.397 4.596 -0.142
C -4.597 2.735 5.352 0.799
C -4.842 3.411 6.673 -0.875
O -3.468 2.484 4.945 -0.681
H -7.575 1.631 4.903 0.284
H -7.511 3.219 4.102 0.287
H -7.228 3.094 5.854 0.335
H -5.435 1.947 3.724 0.192
H -3.885 3.617 7.157 -0.043
H -5.362 4.359 6.518 0.337
H -5.427 2.759 7.326 0.332
C 0.283 5.351 10.294 -0.861
N -1.048 5.310 9.726 -0.189
C -1.569 4.389 8.871 0.827
C -0.687 3.251 8.434 -1.218
O -2.725 4.503 8.481 -0.670
H 0.192 5.324 11.382 0.284
H 0.753 6.291 9.997 0.288
H 0.899 4.518 9.962 0.324
H -1.698 6.042 9.973 0.244
H -1.243 2.602 7.755 0.226
H 0.188 3.636 7.905 0.355
H -0.378 2.661 9.300 0.347
```

## Properties
- energy (eV) = -132569.8910
- highest occupied orbital energy (eV) = -9.01
- E_LUMO (eV) = -1.14
- spin multiplicity = 1
- maximum force (Eh/bohr) = 0.1111
- Kohn-Sham gap (eV) = 7.873
- structure (SMILES) = CC[C@@H](Cl)C1=C(C)C(=O)c2cccc(CC(=O)Br)c2C1=O.CNC(C)=O.CNC(C)=O.CNC(C)=O.CNC(C)=O

[2]
Here is a molecular structure, C28H42BrN3P2Sn in a non-equilibrium geometry from OMol25. Energies are from ωB97M-V/def2-TZVPD.

```
77
Properties=species:S:1:pos:R:3:mulliken_charge:R:1
C -0.477 6.548 -6.045 -0.300
C -0.608 5.226 -6.584 0.577
C -0.991 5.099 -7.948 -0.423
C -1.117 6.245 -8.709 -0.426
N -0.932 7.460 -8.214 -0.366
C -0.636 7.616 -6.927 -0.410
C -0.367 4.007 -5.916 0.644
C -0.338 3.306 -4.850 -0.601
C -1.179 3.240 -3.581 0.158
C -0.459 2.978 -2.396 -1.090
C -1.088 2.296 -1.367 0.161
C -2.478 2.069 -1.400 0.046
C -3.206 2.343 -2.584 -0.477
C -2.524 2.816 -3.727 -0.579
Sn -0.258 1.145 -4.667 1.093
P 2.220 -1.142 -1.376 0.648
H -1.177 4.130 -8.406 0.408
H -0.259 6.785 -5.005 0.438
H -1.382 6.184 -9.761 0.402
H -0.530 8.650 -6.600 0.416
H -2.904 2.664 -4.738 0.784
H 0.624 3.034 -2.462 0.658
H -4.243 2.068 -2.621 0.555
H -0.469 1.913 -0.583 0.411
C 2.506 -2.760 -0.468 -0.714
C 3.524 -3.745 -1.039 -1.272
H 1.503 -3.218 -0.442 0.499
H 2.767 -2.490 0.571 0.528
H 3.679 -4.565 -0.326 0.378
H 3.174 -4.193 -1.977 0.305
H 4.496 -3.276 -1.233 0.313
C 2.883 -1.456 -3.088 0.256
C 3.356 -0.187 -3.809 -1.417
H 2.036 -1.885 -3.655 -0.241
H 3.667 -2.228 -3.066 0.548
H 3.174 -0.290 -4.894 0.394
H 2.817 0.705 -3.459 0.250
H 4.442 -0.053 -3.652 0.298
C 3.589 -0.133 -0.625 -0.436
C 4.995 -0.694 -0.799 -1.558
H 3.330 -0.041 0.440 0.525
H 3.502 0.876 -1.062 0.526
H 5.725 0.079 -0.521 0.408
H 5.153 -1.563 -0.155 0.331
H 5.202 -0.989 -1.833 0.361
Br -3.011 0.719 -0.215 -0.033
P -1.575 -1.687 -3.249 0.990
C -0.284 -3.002 -3.696 -0.008
C -0.526 -4.472 -4.080 -1.430
H 0.355 -3.023 -2.786 -0.283
H 0.337 -2.530 -4.485 0.478
H 0.453 -4.895 -4.384 0.428
H -0.887 -5.047 -3.209 0.347
H -1.210 -4.591 -4.934 0.355
C -2.584 -2.469 -1.877 -0.003
C -3.959 -3.175 -2.001 -1.218
H -2.714 -1.613 -1.189 -0.238
H -1.892 -3.175 -1.362 0.334
H -4.309 -3.302 -0.959 0.397
H -4.705 -2.579 -2.551 0.307
H -3.899 -4.188 -2.427 0.363
C -2.836 -1.091 -4.503 0.893
C -2.963 -1.730 -5.887 -1.398
H -2.442 -0.026 -4.615 -1.018
H -3.884 -0.968 -4.143 0.466
H -3.357 -0.957 -6.578 0.427
H -2.009 -2.099 -6.295 0.351
H -3.718 -2.525 -5.768 0.382
N -0.435 0.727 2.297 -0.156
C -0.176 1.727 3.179 -0.373
C 0.991 2.320 2.735 -0.812
C 1.376 1.617 1.582 0.162
N 0.420 0.713 1.247 -0.218
H -1.181 0.055 2.343 0.205
H -0.793 1.984 4.020 0.473
H 1.537 3.117 3.185 0.453
H 2.305 1.732 1.035 0.370
```

## Properties
- energy (eV) = -128589.6047
- highest occupied orbital energy (alpha / beta) (eV) = -18.08 / -18.04
- total charge = +4
- E_LUMO (alpha / beta) (eV) = -14.89 / -14.15
- spin multiplicity = 1
- maximum force (Eh/bohr) = 0.0888
- Kohn-Sham gap (alpha / beta) (eV) = 3.191 / 3.898

[3]
Here is a molecular structure, C28H42ClCrN4O9P2 in a non-equilibrium geometry from OMol25. Energies are from ωB97M-V/def2-TZVPD.

```
87
Properties=species:S:1:pos:R:3:mulliken_charge:R:1
Cr -0.014 -0.299 0.859 0.088
O -2.774 0.837 1.673 -0.758
Cl -1.489 -0.188 2.206 1.646
O -1.302 0.449 3.471 -0.717
O -2.115 -1.487 2.339 -0.679
O -0.594 1.083 -0.248 -0.028
C -1.759 -1.439 -3.331 -0.759
N -1.715 -2.733 -2.642 0.378
C -1.637 -3.889 -3.531 -1.089
P -0.901 -2.775 -1.219 -0.974
O -1.140 -1.547 -0.431 1.474
O 0.669 -2.985 -1.571 0.278
P 1.942 -2.040 -1.246 -0.537
O 1.647 -0.845 -0.436 -0.805
N 3.045 -3.055 -0.564 0.607
C 3.271 -4.386 -1.114 -1.048
C 3.567 -2.857 0.785 -0.212
N 2.379 -1.599 -2.781 0.484
C 2.584 -2.583 -3.834 -0.943
C 3.293 -0.458 -2.871 -1.045
N -1.291 -4.207 -0.484 0.169
C -2.678 -4.173 0.027 -0.967
C -0.338 -4.687 0.526 -0.785
H -2.640 -1.410 -3.972 0.418
H -0.865 -1.284 -3.946 0.237
H -1.835 -0.632 -2.605 0.013
H -2.527 -3.911 -4.161 0.375
H -1.597 -4.801 -2.941 0.352
H -0.755 -3.841 -4.180 0.254
H 2.630 -4.571 -1.973 0.315
H 3.046 -5.145 -0.359 0.371
H 4.313 -4.512 -1.418 0.300
H 3.210 -1.917 1.189 -0.549
H 4.660 -2.851 0.768 0.370
H 3.230 -3.658 1.448 0.293
H 1.806 -3.344 -3.798 0.172
H 3.566 -3.066 -3.774 0.266
H 2.516 -2.074 -4.797 0.389
H 3.062 0.258 -2.086 0.231
H 3.150 0.022 -3.839 0.412
H 4.342 -0.764 -2.783 0.301
H -3.332 -3.733 -0.726 0.351
H -2.756 -3.584 0.944 0.192
H -3.001 -5.196 0.217 0.394
H 0.637 -4.834 0.068 0.075
H -0.695 -5.648 0.896 0.475
H -0.242 -4.000 1.375 0.269
C -5.725 0.908 -0.201 -0.550
C -4.825 0.348 0.649 -1.659
C -3.349 0.411 0.423 2.002
C -2.933 1.276 -0.746 0.386
C -1.569 1.532 -0.999 0.052
C -1.230 2.304 -2.129 -0.607
C -2.199 2.806 -2.979 -0.772
C -3.536 2.568 -2.729 -1.055
C -3.916 1.810 -1.608 1.102
C -5.303 1.604 -1.340 -0.936
H -6.785 0.831 0.008 0.423
H -5.134 -0.156 1.556 0.477
H -2.997 -0.614 0.241 -0.711
H -0.177 2.488 -2.303 0.475
H -1.906 3.393 -3.842 0.418
H -4.304 2.959 -3.385 0.377
H -6.031 2.040 -2.012 0.374
C 5.385 -0.383 7.004 -1.499
C 4.389 -0.416 5.875 0.701
C 4.687 0.157 4.647 -0.992
C 3.772 0.159 3.601 0.511
C 4.128 0.824 2.296 -1.341
C 2.531 -0.459 3.798 0.464
C 2.214 -1.069 5.019 1.191
C 0.879 -1.725 5.254 -1.386
C 3.152 -1.025 6.042 -1.016
C 1.538 -0.430 2.688 1.166
O 0.982 -1.489 2.249 -0.367
O 1.247 0.656 2.118 -0.485
H 6.236 0.248 6.753 0.358
H 5.755 -1.385 7.227 0.300
H 4.924 0.007 7.913 0.364
H 5.656 0.622 4.502 0.312
H 5.203 0.987 2.229 0.385
H 3.624 1.787 2.214 0.338
H 3.808 0.232 1.438 0.010
H 0.089 -0.974 5.299 0.274
H 0.887 -2.280 6.191 0.393
H 0.627 -2.400 4.439 0.093
H 2.906 -1.482 6.995 0.376
```

## Properties
- energy (eV) = -113626.2511
- highest occupied orbital energy (alpha / beta) (eV) = -6.39 / -6.93
- E_LUMO (alpha / beta) (eV) = 0.26 / -0.10
- spin multiplicity = 4
- maximum force (Eh/bohr) = 0.0764
- Kohn-Sham gap (alpha / beta) (eV) = 6.650 / 6.830

[4]
Here is 3 unconnected molecules or ions with the total composition C28H42ClNO10 in a non-equilibrium geometry from OMol25. Energies are from ωB97M-V/def2-TZVPD.

```
82
Properties=species:S:1:pos:R:3:mulliken_charge:R:1
C 3.144 -5.474 1.333 -1.675
C 2.591 -4.196 0.741 0.592
C 3.688 -3.195 0.383 -0.862
C 3.415 -2.363 -0.873 -0.709
C 2.663 -1.029 -0.658 -0.612
C 1.722 -0.996 0.527 0.317
C 1.006 0.334 0.692 -0.552
C 0.193 0.339 2.003 -1.150
C -1.268 0.757 1.878 -1.021
C -2.012 0.110 0.707 -0.688
O -2.867 1.087 0.106 -0.225
C -2.541 1.374 -1.249 -0.892
C -2.889 -1.024 1.206 0.050
Cl -3.872 -1.648 -0.201 -0.203
O -2.019 -1.972 1.719 -0.214
C -2.566 -3.205 2.142 -0.922
N -2.274 -4.257 1.199 -0.191
C -0.846 -4.380 0.869 -0.649
C -0.516 -3.733 -0.473 1.925
C -1.317 -4.339 -1.611 -1.716
H 3.876 -5.919 0.666 0.387
H 2.366 -6.203 1.526 0.389
H 3.642 -5.253 2.272 0.353
H 1.969 -4.419 -0.121 0.168
H 1.933 -3.730 1.473 0.118
H 4.588 -3.777 0.189 0.450
H 3.936 -2.555 1.223 0.257
H 2.914 -2.972 -1.618 0.403
H 4.385 -2.112 -1.292 0.359
H 2.086 -0.837 -1.561 0.279
H 3.388 -0.226 -0.582 0.076
H 2.319 -1.114 1.428 0.315
H 1.023 -1.830 0.520 -0.324
H 0.411 0.571 -0.185 0.359
H 1.782 1.090 0.759 0.482
H 0.287 -0.618 2.500 0.365
H 0.672 1.051 2.669 0.503
H -1.411 1.828 1.835 0.491
H -1.772 0.435 2.788 0.288
H -1.353 -0.339 -0.027 0.426
H -3.362 1.957 -1.651 0.291
H -2.485 0.453 -1.821 0.279
H -1.637 1.977 -1.334 0.307
H -3.627 -0.687 1.928 0.748
H -2.123 -3.426 3.120 0.367
H -3.643 -3.145 2.288 0.458
H -2.678 -5.131 1.502 0.252
H -0.563 -5.427 0.801 0.566
H -0.259 -3.910 1.659 0.182
H -0.754 -2.678 -0.430 -0.979
H 0.551 -3.854 -0.643 -0.647
H -1.051 -5.376 -1.785 0.383
H -2.368 -4.258 -1.363 0.353
H -1.165 -3.753 -2.512 0.436
O 3.535 2.315 -1.033 -0.569
C 4.358 2.564 -1.894 1.091
C 5.447 1.668 -2.252 -1.069
C 6.318 2.028 -3.204 0.448
O 7.334 1.261 -3.581 -0.578
C 6.210 3.343 -3.923 0.929
O 7.050 3.603 -4.763 -0.619
C 5.108 4.229 -3.579 -0.942
C 4.236 3.868 -2.630 0.339
O 3.207 4.626 -2.266 -0.591
H 5.518 0.726 -1.728 0.458
H 7.805 1.759 -4.279 0.359
H 5.031 5.166 -4.112 0.422
H 2.742 4.132 -1.561 0.350
O -5.670 2.779 -0.200 -0.580
C -5.707 3.830 0.409 1.065
C -6.805 4.782 0.302 -1.119
C -6.761 5.929 0.990 0.312
O -7.726 6.842 0.940 -0.578
C -5.603 6.279 1.879 1.077
O -5.633 7.351 2.456 -0.629
C -4.517 5.322 2.003 -0.812
C -4.558 4.167 1.320 0.308
O -3.603 3.257 1.390 -0.241
H -7.633 4.524 -0.343 0.427
H -7.438 7.570 1.527 0.364
H -3.696 5.578 2.658 0.447
H -3.859 2.495 0.810 0.188
```

## Properties
- energy (eV) = -64203.0950
- highest occupied orbital energy (eV) = -8.92
- E_LUMO (eV) = -1.60
- spin multiplicity = 1
- maximum force (Eh/bohr) = 0.0218
- Kohn-Sham gap (eV) = 7.326
- structure (SMILES) = CCCCCCCCC[C@H](OC)[C@@H](Cl)OCNCCC.O=C1C=C(O)C(=O)C=C1O.O=C1C=C(O)C(=O)C=C1O